[1]
H2N3O2S | ωB97M-V/def2-TZVPD

Structure (XYZ):
```
8
H2N3O2S, DFT ωB97M-V/def2-TZVPD
N -1.0327 0.2903 0.5122
N -0.0107 -0.3574 -0.1109
O -0.3895 -1.7319 -0.4424
N 1.1864 0.1286 -0.0780
O 2.1614 -0.5423 -0.1540
S 1.2642 1.7733 -0.3629
H -1.6481 -0.4630 0.7341
H -1.5312 0.9025 -0.0981
```

Computed properties:
structure (SMILES) = NN([O-])[N+]([O-])=S
energy = -713.9788 a.u.
net charge = -1
Kohn-Sham gap (alpha / beta) = 0.27249 / 0.27243 Ha
maximum force = 5.37 eV/A

***

[2]
C36H63ClCsN12O5S | ωB97M-V/def2-TZVPD

Structure (XYZ):
```
119
C36H63ClCsN12O5S, DFT ωB97M-V/def2-TZVPD
Cs 0.4370 -0.0293 -0.3306
O -4.5615 -0.9706 3.3525
Cl -3.6646 -1.8321 4.1226
O -3.3057 -1.2052 5.3791
O -2.4525 -2.0230 3.3497
O -4.3248 -3.0779 4.4092
N 1.2206 -1.4659 3.3183
N 0.1549 -1.5196 4.2572
C 0.2706 -2.1720 5.4491
N -0.8587 -2.2344 6.1542
S 1.7365 -2.7794 5.9573
H 1.6951 -2.4092 3.4053
H 1.9063 -0.8127 3.6435
H -0.8032 -1.5299 3.8489
H -1.7036 -1.7385 5.8674
H -0.7351 -2.6721 7.0491
C 0.9945 4.5718 3.1089
C 1.0535 3.1019 3.6037
C -0.1179 2.3349 3.0775
C 2.4577 2.4091 3.4002
C 3.2456 2.2925 4.5396
C 4.4857 1.6515 4.5327
C 4.9955 1.2389 3.2908
C 4.2417 1.3144 2.1331
C 4.8378 0.7551 0.8382
C 4.4537 -0.7608 0.9068
C 6.3494 1.0506 0.6367
C 2.9700 1.9238 2.1792
N 2.2400 2.1251 0.9704
C 2.7562 3.0182 0.1992
C 2.2562 3.4889 -1.0596
C 2.6438 4.6669 -1.7014
C 1.7759 4.8329 -2.8139
C 0.8802 3.7033 -2.6983
N 1.1388 2.9670 -1.6416
C -0.2786 3.2647 -3.5942
C -0.6910 4.3651 -4.5969
C -1.4935 3.1138 -2.6912
C 0.0660 1.9490 -4.2806
H -0.0568 4.9011 3.0717
H 1.3745 4.6431 2.0855
H 1.5299 5.2251 3.7841
H 0.9320 3.1616 4.7017
H -0.0142 2.2015 1.9909
H -1.0069 2.8774 3.2866
H -0.1917 1.3254 3.4938
H 2.8786 2.5832 5.5472
H 5.1143 1.5397 5.4516
H 5.9531 0.7289 3.2937
H 4.2317 1.2020 0.0148
H 5.1057 -1.2412 1.6322
H 4.6804 -1.3196 -0.0157
H 3.4452 -0.8836 1.1584
H 6.9772 0.6097 1.4287
H 6.4128 2.1134 0.6127
H 6.6927 0.6644 -0.3394
H 3.6645 3.5642 0.5506
H 3.4424 5.3429 -1.3994
H 1.7911 5.6493 -3.5463
H -0.8659 5.3016 -4.0358
H -1.5544 4.0550 -5.2008
H 0.1728 4.5211 -5.2816
H -1.6218 4.0015 -2.0809
H -1.3284 2.2937 -1.9732
H -2.3924 2.8621 -3.2698
H 0.9717 2.0770 -4.8681
H -0.6759 1.6563 -4.9698
H 0.2401 1.1589 -3.5838
C -2.7302 0.3176 0.9631
N -3.7608 0.3131 -0.0505
C -5.1350 -0.0850 0.3344
C -5.8220 -0.0591 -1.0126
N -4.7001 -0.5876 -1.8733
C -4.8743 -0.1004 -3.2655
C -3.4905 -0.2897 -1.2498
N -2.2544 -0.5893 -1.5737
C -2.0299 -1.4071 -2.6896
C -0.9539 -2.4447 -2.4409
N -1.1826 -3.1501 -1.1705
C -1.8077 -4.2711 -1.1710
N -2.5290 -4.7493 -0.1320
C -2.8618 -3.8704 0.9547
C -3.4346 -5.8117 -0.5571
C -2.6023 -6.3886 -1.6925
N -1.9073 -5.2107 -2.2286
C -0.8017 -5.6512 -3.0528
H -2.3363 -0.7252 1.0406
H -3.1637 0.6783 1.8242
H -1.9855 1.0161 0.6533
H -5.5477 0.6045 1.0627
H -5.2153 -1.1192 0.7902
H -6.1466 0.9516 -1.3387
H -6.6814 -0.6978 -1.0520
H -5.5511 0.8323 -3.2161
H -5.3345 -0.8367 -3.9098
H -3.9187 0.1838 -3.7392
H -1.7721 -0.8109 -3.6110
H -2.9483 -1.9516 -2.9504
H 0.0031 -1.9327 -2.3439
H -0.9283 -3.0891 -3.3544
H -3.7893 -3.2926 0.7039
H -2.0541 -3.1946 1.1529
H -3.0220 -4.3714 1.9374
H -4.3510 -5.3980 -0.9320
H -3.6123 -6.5467 0.1954
H -3.1899 -6.9177 -2.5182
H -1.8333 -7.1184 -1.3111
H 0.0730 -5.9965 -2.4568
H -0.4512 -4.8999 -3.7891
H -1.1550 -6.5187 -3.5961
C 4.5930 -0.6980 -2.7480
C 3.3406 0.0846 -3.0121
N 3.5339 1.3981 -3.2314
O 2.2246 -0.4378 -2.9914
H 5.1223 -0.8164 -3.7234
H 4.2509 -1.6911 -2.4196
H 5.2863 -0.2374 -2.0547
H 4.4483 1.7608 -3.1568
H 2.8149 2.1013 -3.1080
```

Computed properties:
energy = -3321.2153 a.u.
net charge = -1
Kohn-Sham gap = 0.24509 Ha
maximum force = 3.02 eV/A

***

[3]
C8H24F24N4O28S8 | ωB97M-V/def2-TZVPD

Structure (XYZ):
```
96
C8H24F24N4O28S8, DFT ωB97M-V/def2-TZVPD
C 21.4876 18.5050 19.2596
F 21.1920 18.9237 20.5099
F 21.6447 17.1857 19.3373
F 20.5887 18.8291 18.3915
S 23.2080 19.3930 18.8640
O 23.1972 20.7005 19.5760
O 24.1991 18.3884 19.3303
N 23.2097 19.5674 17.0574
S 22.4739 20.9600 16.8341
O 22.2191 21.1492 15.4426
O 21.3062 21.2318 17.7029
C 23.8626 22.3161 17.1663
F 23.6295 22.9249 18.3287
F 25.0998 21.7703 17.0755
F 23.8497 23.3262 16.2576
C 13.1236 15.6710 14.2717
F 13.5691 15.1004 15.4423
F 12.1292 16.4715 14.5406
F 14.1281 16.3508 13.6757
S 12.3676 14.3373 13.0367
O 12.9900 14.6062 11.7507
O 12.6425 12.9667 13.4952
N 10.6672 14.8111 13.0193
S 9.9808 14.0932 14.2984
O 10.9232 13.7320 15.4169
O 8.8798 14.9738 14.6751
C 9.1595 12.3969 13.5042
F 8.2257 12.0442 14.3901
F 8.5994 12.7704 12.3310
F 10.0920 11.4274 13.4153
C 25.7960 17.4760 12.6266
F 26.2319 18.3108 13.5953
F 25.3169 18.1806 11.5855
F 26.7168 16.6847 12.1604
S 24.3982 16.3819 13.4582
O 23.9129 15.4247 12.4622
O 25.0362 15.8929 14.6835
N 23.3316 17.6831 14.0367
S 22.2173 17.5390 12.9299
O 22.5638 17.8444 11.5557
O 21.3558 16.3921 13.1771
C 21.0615 18.9557 13.3539
F 21.0123 19.0147 14.6749
F 21.5578 20.0965 12.9069
F 19.8788 18.6499 12.8898
C 17.7843 16.8712 17.7888
F 16.5514 16.4990 17.3904
F 17.9172 18.1683 17.8956
F 18.1144 16.2997 18.9780
S 18.9889 16.2941 16.3718
O 18.8064 17.2695 15.3182
O 20.3696 16.2085 16.9127
N 18.3909 14.6280 16.0493
S 17.5985 14.7560 14.7174
O 16.6201 15.8221 14.5993
O 18.3282 14.5295 13.5155
C 16.4877 13.2129 14.7353
F 17.2284 12.0638 14.6917
F 15.7972 13.1097 15.9113
F 15.6254 13.2952 13.7040
O 13.2923 11.4983 15.6287
H 13.1740 12.2165 16.2504
H 12.9387 11.8334 14.8048
O 15.5434 10.8686 12.1706
H 16.1883 11.5272 12.4287
H 15.4964 10.9396 11.2172
O 18.7319 11.7270 12.2457
H 18.7578 12.2650 11.4544
H 19.5382 11.2124 12.2126
O 23.1018 16.6661 16.7863
H 22.2545 16.2644 16.9785
H 23.7268 16.1745 17.3191
O 21.6722 13.3076 14.2691
H 22.2804 13.4975 13.5547
H 20.8083 13.5064 13.9080
O 17.2332 10.6650 17.0666
H 16.7248 9.8612 17.1744
H 16.6357 11.2697 16.6266
O 16.1665 18.5228 14.3737
H 17.0713 18.7178 14.1298
H 16.1729 17.5914 14.5947
O 18.1447 13.2359 18.4864
H 18.0768 13.6645 17.6332
H 17.2386 13.1394 18.7794
O 20.4278 14.4120 19.6066
H 19.8128 15.0572 19.9556
H 21.2612 14.6227 20.0276
O 20.3798 13.2934 17.0325
H 19.6905 13.8168 16.6237
H 21.1045 13.3209 16.4078
O 17.7065 8.7939 14.3998
H 16.9395 9.1801 14.8225
H 18.3599 9.4934 14.4027
O 14.8704 9.6558 14.7491
H 15.1928 10.0988 13.9642
H 14.2008 10.2438 15.0986
```

Computed properties:
energy = -8227.0662 a.u.
net charge = -3
spin multiplicity = 2
Kohn-Sham gap (alpha / beta) = 0.30071 / 0.14879 Ha
maximum force = 6.60 eV/A

***

[4]
C5H10O | ωB97M-V/def2-TZVPD

Structure (XYZ):
```
16
C5H10O, DFT ωB97M-V/def2-TZVPD
C 1.4634 -0.8169 -0.2856
C 0.3922 -0.1601 0.6422
C 0.2104 1.3719 0.4643
C -0.9407 1.0422 -0.4975
C -1.0799 -0.3261 0.1525
O -1.3685 -1.3618 -0.7594
H 1.4051 -1.9106 -0.2052
H 1.3872 -0.5829 -1.3594
H 2.4640 -0.5031 0.0413
H 0.5943 -0.4971 1.6636
H -0.1127 1.8835 1.3786
H 1.0659 1.9118 0.0435
H -1.8121 1.7068 -0.5845
H -0.3925 0.7494 -1.4266
H -1.7996 -0.3294 0.9874
H -1.4738 -2.1784 -0.2552
```

Computed properties:
structure (SMILES) = C[C@H]1CC[C@H]1O
energy = -271.7123 a.u.
Kohn-Sham gap = 0.39927 Ha
maximum force = 1.38 eV/A

***

Question: maximum force of number 3 (C8H24F24N4O28S8)?
Answer: 6.60 eV/A